#A
Below is a single C6H10O4 molecule, with properties calculated with wB97M-V/def2-TZVPD.

Last columns: bonded neighbours and bond lengths (Å).
Atoms and positions in Å:
1 O -2.313 -0.693 -1.077  C2 1.430, H11 1.176
2 C -1.920 0.481 -0.362  O1 1.430, C3 1.469, C6 1.681, H12 1.134
3 C -1.829 0.126 1.060  C2 1.469, O4 1.490, H13 1.077, H14 1.201
4 O -0.522 -0.565 1.245  C3 1.490, C5 1.476
5 C 0.160 -0.563 -0.064  O4 1.476, C6 1.439, C9 1.540, H15 1.040
6 C -0.328 0.502 -0.900  C2 1.681, C5 1.439, O7 1.380, H16 1.080
7 O 0.482 1.571 -0.573  C6 1.380, C8 1.500
8 C 1.667 1.186 0.262  O7 1.500, C9 1.513, H17 1.168, H18 1.112
9 C 1.641 -0.327 0.288  C5 1.540, C8 1.513, O10 1.375, H19 1.188
10 O 2.394 -0.981 -0.660  C9 1.375, H20 1.134
11 H -1.602 -1.620 -1.212  O1 1.176
12 H -2.460 1.448 -0.604  C2 1.134
13 H -1.624 1.005 1.649  C3 1.077
14 H -2.673 -0.576 1.545  C3 1.201
15 H 0.104 -1.426 -0.642  C5 1.040
16 H -0.416 0.349 -1.965  C6 1.080
17 H 2.663 1.398 -0.310  C8 1.168
18 H 1.531 1.470 1.328  C8 1.112
19 H 2.209 -0.871 1.178  C9 1.188
20 H 2.836 -1.912 -0.188  O10 1.134

Its spin multiplicity is 1. Its HOMO energy is -9.5 eV. Its LUMO energy is 0.0121 Ha. As for the net charge: 0. The orbital gap comes out at 0.360 Eh. The SMILES is O[C@H]1CO[C@H]2[C@@H]1OC[C@@H]2O.

Atom charges from the Löwdin analysis, given in e for atoms 1 to 6: atom 1 (O): -0.133, atom 2 (C): -0.256, atom 3 (C): -0.123, atom 4 (O): -0.086, atom 5 (C): -0.274, atom 6 (C): -0.242



#B
Below is a single C6H10O4 molecule, with properties calculated with wB97M-V/def2-TZVPD.

Last columns: bonded neighbours and bond lengths (Å).
Atoms and positions in Å:
1 O -1.178 1.814 0.824  C2 1.431, H11 0.997
2 C -0.661 1.252 -0.386  O1 1.431, C3 1.622, C10 1.576, H12 1.085
3 C -1.184 -0.271 -0.577  C2 1.622, O4 1.391, C5 1.547, H13 1.196
4 O -2.544 -0.236 -0.284  C3 1.391, H14 0.996
5 C -0.355 -1.334 0.181  C3 1.547, O6 1.440, C7 1.518, H15 1.084
6 O -0.464 -1.058 1.591  C5 1.440, H16 1.007
7 C 1.063 -1.210 -0.344  C5 1.518, C8 1.463, H17 1.101, H18 1.105
8 C 1.726 0.091 -0.251  C7 1.463, O9 1.391, C10 1.448, H19 1.092
9 O 1.390 0.820 0.886  C8 1.391, C10 1.393
10 C 0.914 1.286 -0.337  C2 1.576, C8 1.448, O9 1.393, H20 1.140
11 H -0.694 1.426 1.604  O1 0.997
12 H -1.011 1.832 -1.234  C2 1.085
13 H -1.143 -0.459 -1.757  C3 1.196
14 H -2.613 -0.010 0.683  O4 0.996
15 H -0.693 -2.326 -0.095  C5 1.084
16 H 0.415 -0.665 1.886  O6 1.007
17 H 1.159 -1.542 -1.389  C7 1.101
18 H 1.705 -1.972 0.135  C7 1.105
19 H 2.761 0.277 -0.547  C8 1.092
20 H 1.407 2.283 -0.587  C10 1.140

Its spin multiplicity is 1. Its HOMO energy is -9.6 eV. Its LUMO energy is 0.0271 Ha. As for the net charge: 0. The orbital gap comes out at 0.380 Eh. The SMILES is O[C@@H]1[C@H](O)[C@H](O)C[C@@H]2O[C@H]12.

Atom charges from the Löwdin analysis, given in e for atoms 1 to 6: atom 1 (O): -0.032, atom 2 (C): -0.208, atom 3 (C): -0.289, atom 4 (O): -0.028, atom 5 (C): -0.289, atom 6 (O): -0.031



What is the stability order? It is #B, #A, from most stable to least stable.